Record 1
The following is a quantum chemistry calculation of C43H52BFMnN9O5S2 as an isolated structure, from the OMol25 dataset.

CARTESIAN COORDINATES (ANGSTROEM)
Mn  -0.032  -0.211  -0.039
C  4.432  -1.497  0.785
N  4.112  -0.145  1.185
C  4.577  0.503  2.311
C  3.957  1.700  2.342
N  3.117  1.787  1.255
B  2.095  2.945  1.068
N  1.082  2.897  2.272
C  0.608  4.045  2.871
C  -0.365  3.705  3.744
N  -0.474  2.335  3.689
C  -1.502  1.536  4.321
C  0.401  1.851  2.774
S  0.546  0.172  2.452
C  3.209  0.645  0.552
S  2.397  0.180  -0.882
H  5.169  -1.896  1.480
H  4.832  -1.509  -0.228
H  3.535  -2.114  0.805
H  5.296  0.054  2.972
H  4.028  2.503  3.055
H  2.679  4.006  1.162
H  1.512  2.817  0.027
H  1.015  5.008  2.617
H  -0.983  4.301  4.391
H  -2.151  2.201  4.888
H  -1.059  0.793  4.982
H  -2.079  1.022  3.553
C  -5.976  -3.494  -0.022
C  -4.957  -2.436  0.325
C  -5.365  -1.178  0.741
C  -4.398  -0.224  1.076
C  -4.822  1.154  1.522
C  -3.058  -0.539  0.977
C  -2.588  -1.791  0.493
C  -3.605  -2.738  0.207
N  -1.243  -1.931  0.294
C  -0.659  -3.243  0.021
C  -1.000  -4.289  1.103
C  -0.294  -5.620  0.825
C  1.221  -5.413  0.879
C  1.617  -4.384  -0.180
C  1.250  -4.919  -1.566
C  -0.265  -5.122  -1.636
C  -0.693  -6.131  -0.564
C  -0.971  -3.783  -1.395
C  0.869  -3.070  0.066
H  -6.992  -3.132  0.143
H  -5.834  -4.391  0.586
H  -5.892  -3.795  -1.069
H  -6.421  -0.942  0.829
H  -5.868  1.162  1.836
H  -4.711  1.874  0.706
H  -4.202  1.523  2.339
H  -2.328  0.205  1.271
H  -3.356  -3.728  -0.142
H  -2.074  -4.452  1.179
H  -0.678  -3.879  2.067
H  -0.591  -6.353  1.582
H  1.743  -6.360  0.698
H  1.510  -5.062  1.874
H  2.696  -4.198  -0.134
H  1.770  -5.866  -1.754
H  1.566  -4.209  -2.337
H  -0.538  -5.504  -2.626
H  -0.224  -7.103  -0.755
H  -1.778  -6.280  -0.605
H  -2.042  -3.899  -1.556
H  -0.622  -3.034  -2.113
H  1.172  -2.349  -0.700
H  1.142  -2.648  1.042
C  -2.765  2.190  -4.970
N  -2.470  0.814  -4.559
N  -1.168  0.665  -4.057
C  -1.185  -0.088  -2.893
O  -0.159  -0.458  -2.321
C  -2.579  -0.314  -2.602
C  -3.298  0.267  -3.577
C  -4.775  0.414  -3.677
C  -0.055  0.808  -4.912
C  -0.195  0.649  -6.286
C  0.910  0.803  -7.110
C  2.153  1.095  -6.569
C  2.283  1.245  -5.194
C  1.186  1.117  -4.358
H  -2.043  2.497  -5.723
H  -2.740  2.875  -4.120
H  -3.759  2.208  -5.411
H  -2.955  -0.846  -1.744
H  -5.244  -0.228  -2.933
H  -5.134  0.138  -4.670
H  -5.066  1.445  -3.466
H  -1.163  0.393  -6.696
H  0.798  0.679  -8.180
H  3.015  1.206  -7.214
H  3.248  1.472  -4.759
H  1.287  1.239  -3.289
F  -4.395  6.124  2.424
C  -4.422  5.465  1.254
C  -3.313  4.919  0.745
N  -3.310  4.254  -0.459
C  -2.077  3.608  -0.908
C  -1.662  2.460  0.029
O  -1.938  2.570  1.224
O  -1.064  1.517  -0.560
C  -4.463  4.086  -1.186
O  -4.525  3.493  -2.250
N  -5.587  4.654  -0.617
C  -5.699  5.363  0.577
O  -6.761  5.815  0.948
H  -2.366  4.952  1.264
H  -1.272  4.345  -0.912
H  -2.229  3.243  -1.917
H  -6.440  4.527  -1.141

As for the LUMO energy (alpha / beta): 2.43 / 2.43 eV. The multiplicity is 6. The HOMO energy (alpha / beta) is -3.812 / -3.909 eV. The HOMO-LUMO gap (alpha / beta) comes out at 0.2294 / 0.2329 Eh. The charge is -1.


Record 2
The following is a quantum chemistry calculation of C43H52N2O5SeW as an isolated structure, from the OMol25 dataset.

CARTESIAN COORDINATES (ANGSTROEM)
W  0.286  -0.052  0.462
C  1.377  2.081  7.536
C  2.495  2.616  6.628
C  2.373  4.142  6.504
C  3.844  2.283  7.264
C  2.342  1.995  5.243
C  1.158  2.199  4.525
C  1.022  1.630  3.284
Se  -0.506  1.929  2.182
C  -1.826  0.790  2.968
C  -2.579  1.181  4.053
C  -3.528  0.297  4.572
C  -3.691  -0.933  3.941
C  -2.963  -1.355  2.823
C  -2.020  -0.446  2.364
O  -1.189  -0.737  1.287
C  -3.192  -2.714  2.157
C  -1.898  -3.543  2.182
C  -3.656  -2.496  0.708
C  -4.274  -3.515  2.884
C  -4.342  0.716  5.793
C  -3.379  1.028  6.949
C  -5.307  -0.380  6.246
C  -5.154  1.973  5.445
C  2.047  0.868  2.714
O  1.772  0.354  1.445
C  3.242  0.637  3.375
C  3.332  1.236  4.643
C  4.444  -0.180  2.883
C  4.230  -0.870  1.536
C  5.647  0.766  2.757
C  4.751  -1.275  3.918
H  1.470  2.518  8.531
H  0.386  2.336  7.158
H  1.437  0.996  7.636
H  2.479  4.601  7.488
H  3.152  4.547  5.856
H  1.404  4.445  6.104
H  3.897  2.744  8.250
H  3.977  1.207  7.400
H  4.679  2.671  6.679
H  0.358  2.802  4.935
H  -2.436  2.161  4.489
H  -4.429  -1.611  4.337
H  -1.100  -3.077  1.606
H  -1.551  -3.694  3.206
H  -2.091  -4.523  1.743
H  -2.906  -1.987  0.104
H  -3.857  -3.462  0.242
H  -4.577  -1.911  0.677
H  -4.000  -3.725  3.919
H  -5.240  -3.008  2.871
H  -4.403  -4.472  2.378
H  -2.779  0.154  7.207
H  -2.703  1.850  6.707
H  -3.947  1.322  7.832
H  -4.782  -1.295  6.526
H  -5.853  -0.035  7.123
H  -6.044  -0.619  5.477
H  -4.512  2.810  5.164
H  -5.843  1.779  4.622
H  -5.739  2.284  6.311
H  4.253  1.088  5.186
H  4.072  -0.160  0.724
H  5.123  -1.448  1.295
H  3.396  -1.573  1.575
H  5.455  1.552  2.024
H  5.896  1.241  3.706
H  6.521  0.202  2.429
H  3.901  -1.950  4.040
H  5.604  -1.863  3.576
H  5.006  -0.868  4.895
C  -3.147  4.202  -1.246
O  -2.193  3.155  -1.029
C  -1.120  3.123  -1.834
C  -0.788  4.048  -2.813
C  0.366  3.898  -3.588
C  1.211  2.830  -3.407
C  0.910  1.886  -2.413
C  1.720  0.722  -2.236
N  1.585  -0.129  -1.261
N  2.344  -1.281  -1.380
C  1.882  -2.181  -0.591
O  0.801  -1.873  0.171
C  2.435  -3.521  -0.456
C  1.848  -4.437  0.418
C  2.388  -5.706  0.540
C  3.505  -6.059  -0.204
C  4.090  -5.146  -1.074
C  3.559  -3.877  -1.204
C  -0.251  2.041  -1.653
O  -0.569  1.095  -0.737
H  -3.544  4.157  -2.260
H  -2.698  5.178  -1.059
H  -3.947  4.024  -0.535
H  -1.427  4.901  -2.991
H  0.585  4.639  -4.344
H  2.101  2.707  -4.010
H  2.485  0.478  -2.968
H  0.976  -4.161  0.994
H  1.935  -6.421  1.214
H  3.923  -7.052  -0.108
H  4.959  -5.428  -1.653
H  4.005  -3.159  -1.879

As for the LUMO energy: -7.54 eV. The HOMO energy is -13.755 eV. The HOMO-LUMO gap comes out at 0.2284 Eh. The charge is +2.


Record 3
The following is a quantum chemistry calculation of a 7-piece molecular cluster, C43H53F18INO18 overall in a non-equilibrium geometry, from the OMol25 dataset.

CARTESIAN COORDINATES (ANGSTROEM)
C  6.684  -5.415  1.444
C  6.278  -4.073  2.203
C  7.405  -3.073  2.572
C  7.126  -1.730  3.340
C  5.666  -1.332  3.776
C  5.481  0.029  4.583
C  6.653  1.098  4.190
C  4.085  0.784  4.327
C  4.554  -2.337  3.403
O  3.201  -2.092  3.782
C  2.276  -2.416  2.701
C  0.940  -1.518  2.719
C  0.582  -0.728  4.070
C  0.052  -1.656  5.260
O  -1.168  -1.545  5.575
I  1.255  -3.065  6.404
C  -0.255  -2.569  2.368
C  -1.375  -1.429  2.041
O  -2.609  -1.494  2.244
O  -0.721  -0.261  1.490
C  0.718  -0.572  1.422
C  0.825  -1.250  -0.039
N  0.870  -0.101  -1.027
C  1.743  0.685  1.271
O  1.358  1.890  1.443
O  3.077  0.472  0.902
C  4.833  -3.686  2.638
H  7.678  -5.230  0.882
H  6.811  -6.328  2.122
H  5.900  -5.599  0.628
H  8.488  -3.328  2.302
H  8.048  -1.106  3.574
H  5.593  -0.167  5.719
H  6.865  0.954  3.060
H  6.319  2.181  4.309
H  7.648  0.868  4.714
H  4.199  1.906  4.587
H  3.340  0.378  5.113
H  3.694  0.722  3.256
H  1.991  -3.538  2.735
H  2.749  -2.260  1.656
H  -0.156  0.130  3.942
H  1.568  -0.253  4.437
H  -0.520  -3.327  3.201
H  -0.036  -3.298  1.496
H  -0.120  -1.852  -0.335
H  1.776  -1.862  -0.204
H  0.999  -0.483  -1.972
H  0.015  0.463  -0.937
H  4.012  -4.438  2.378
C  -1.885  3.742  1.537
C  -1.170  4.917  2.172
O  -0.754  5.858  1.168
C  -1.686  6.744  0.765
O  -2.814  6.783  1.186
C  -1.093  7.708  -0.260
F  -0.335  7.083  -1.184
F  -0.299  8.634  0.322
F  -2.037  8.388  -0.941
H  -1.260  3.284  0.767
H  -2.130  2.987  2.287
H  -2.811  4.060  1.050
H  -0.263  4.568  2.670
H  -1.788  5.402  2.932
C  3.535  1.105  -1.981
C  4.830  1.884  -2.074
O  5.837  1.114  -2.760
C  5.802  1.163  -4.105
O  4.997  1.793  -4.743
C  6.950  0.346  -4.694
F  7.108  -0.846  -4.081
F  8.133  0.990  -4.586
F  6.779  0.078  -6.004
H  3.704  0.132  -1.516
H  2.797  1.652  -1.392
H  3.117  0.917  -2.975
H  5.213  2.078  -1.069
H  4.683  2.853  -2.555
C  -5.019  -1.054  0.584
C  -5.726  -2.179  -0.143
O  -7.003  -1.740  -0.641
C  -6.986  -1.093  -1.823
O  -5.990  -0.867  -2.460
C  -8.407  -0.731  -2.250
F  -9.145  -0.233  -1.237
F  -9.081  -1.805  -2.718
F  -8.436  0.193  -3.230
H  -5.657  -0.645  1.373
H  -4.086  -1.407  1.033
H  -4.787  -0.230  -0.096
H  -5.926  -2.997  0.553
H  -5.111  -2.586  -0.950
C  -2.499  -7.514  6.645
C  -1.027  -7.595  6.998
O  -0.326  -8.421  6.055
C  0.060  -7.814  4.912
O  -0.153  -6.658  4.656
C  0.834  -8.787  4.027
F  0.253  -10.005  3.963
F  2.090  -8.987  4.480
F  0.949  -8.355  2.757
H  -2.930  -8.515  6.563
H  -3.048  -6.953  7.404
H  -2.645  -7.024  5.679
H  -0.909  -8.066  7.976
H  -0.573  -6.602  7.062
C  2.498  7.407  -6.613
C  2.018  7.741  -5.215
O  2.205  6.623  -4.336
C  3.437  6.493  -3.799
O  4.354  7.241  -4.018
C  3.479  5.297  -2.851
F  2.862  4.210  -3.358
F  2.870  5.564  -1.678
F  4.736  4.914  -2.550
H  2.010  6.500  -6.980
H  2.284  8.227  -7.302
H  3.574  7.217  -6.624
H  0.946  7.950  -5.235
H  2.512  8.635  -4.822
C  -9.074  1.055  -5.948
C  -9.778  -0.073  -6.673
O  -11.052  0.363  -7.174
C  -11.032  1.009  -8.358
O  -10.034  1.233  -8.993
C  -12.452  1.369  -8.791
F  -13.191  1.870  -7.779
F  -13.122  0.293  -9.258
F  -12.478  2.291  -9.772
H  -9.714  1.465  -5.162
H  -8.144  0.705  -5.498
H  -8.842  1.877  -6.629
H  -9.977  -0.890  -5.976
H  -9.160  -0.481  -7.478

As for the LUMO energy: 1.63 eV. The HOMO energy is -5.435 eV. The HOMO-LUMO gap comes out at 0.2595 Eh. The charge is -1.


Record 4
The following is a quantum chemistry calculation of C43H54FN4OP2SSiV as an isolated structure in a non-equilibrium geometry, from the OMol25 dataset.

CARTESIAN COORDINATES (ANGSTROEM)
V  -19.191  5.988  -0.474
C  -23.921  12.411  2.461
S  -24.719  12.210  0.829
C  -24.564  10.469  0.395
C  -23.166  9.917  0.303
C  -23.267  8.383  0.291
N  -22.032  7.816  -0.213
P  -21.851  7.361  -1.900
C  -22.991  8.513  -2.764
C  -22.567  9.642  -3.403
C  -23.510  10.487  -4.016
C  -24.858  10.181  -4.049
C  -25.277  8.972  -3.493
C  -24.345  8.192  -2.860
C  -20.170  8.000  -2.135
C  -19.738  9.237  -1.631
C  -18.456  9.640  -1.876
C  -17.594  8.864  -2.704
C  -18.031  7.646  -3.281
C  -19.332  7.224  -2.945
P  -21.135  6.809  0.769
C  -21.039  7.753  2.229
C  -20.010  8.646  2.441
C  -20.066  9.516  3.503
C  -21.187  9.580  4.315
C  -22.222  8.735  4.065
C  -22.146  7.788  3.069
C  -22.173  5.359  1.150
C  -21.895  4.594  2.337
C  -22.448  3.343  2.506
C  -23.427  2.895  1.642
C  -23.760  3.655  0.519
C  -23.112  4.847  0.262
H  -23.377  13.358  2.502
H  -23.210  11.629  2.599
H  -24.596  12.390  3.310
H  -25.025  10.481  -0.593
H  -25.160  9.809  0.977
H  -22.550  10.204  1.172
H  -22.719  10.318  -0.631
H  -24.100  8.003  -0.339
H  -23.509  8.049  1.323
H  -21.520  9.885  -3.468
H  -23.172  11.478  -4.336
H  -25.543  10.831  -4.469
H  -26.275  8.639  -3.467
H  -24.639  7.261  -2.383
H  -20.369  9.777  -0.960
H  -18.108  10.520  -1.466
H  -16.618  9.123  -3.008
H  -17.373  7.069  -3.935
H  -19.712  6.298  -3.406
H  -19.198  8.594  1.735
H  -19.246  10.191  3.677
H  -21.239  10.343  5.096
H  -23.120  8.765  4.687
H  -23.017  7.160  2.907
H  -21.193  4.994  3.082
H  -22.246  2.747  3.359
H  -23.841  1.903  1.797
H  -24.486  3.257  -0.203
H  -23.361  5.310  -0.748
C  -19.300  3.382  3.546
Si  -18.288  3.844  2.000
C  -17.206  5.400  2.480
C  -17.033  2.490  1.713
N  -19.163  4.207  0.547
C  -19.979  3.236  -0.076
C  -20.349  1.985  0.407
C  -21.091  1.066  -0.341
C  -21.542  1.396  -1.607
C  -21.209  2.657  -2.117
C  -20.411  3.463  -1.386
F  -19.925  4.684  -1.899
H  -18.548  2.979  4.230
H  -20.077  2.628  3.374
H  -19.654  4.325  4.048
H  -17.054  5.355  3.562
H  -17.756  6.324  2.250
H  -16.245  5.333  2.042
H  -16.312  2.597  2.549
H  -16.576  2.615  0.711
H  -17.399  1.434  1.762
H  -19.948  1.657  1.335
H  -21.294  0.068  0.076
H  -22.245  0.776  -2.128
H  -21.570  2.964  -3.122
C  -16.155  9.380  1.112
N  -15.685  8.188  0.411
C  -14.276  8.197  0.087
C  -13.812  6.757  0.177
C  -14.601  5.950  -0.829
N  -16.017  6.214  -0.748
C  -16.800  5.217  -1.444
C  -16.552  7.250  -0.043
O  -17.781  7.348  0.124
H  -15.974  10.250  0.499
H  -15.607  9.545  2.067
H  -17.248  9.414  1.332
H  -13.730  8.813  0.798
H  -14.002  8.619  -0.945
H  -14.048  6.383  1.194
H  -12.768  6.622  -0.101
H  -14.436  4.882  -0.549
H  -14.217  6.102  -1.823
H  -17.040  4.387  -0.808
H  -16.110  4.825  -2.263
H  -17.647  5.671  -1.952

As for the LUMO energy (alpha / beta): -2.10 / -2.42 eV. The multiplicity is 4. The HOMO energy (alpha / beta) is -9.449 / -9.882 eV. The HOMO-LUMO gap (alpha / beta) comes out at 0.2700 / 0.2743 Eh. The charge is +1.